Formula: C46H41N6O2PSTi
Source: OMol25
Level of theory: ωB97M-V/def2-TZVPD

```
98
C46H41N6O2PSTi, DFT ωB97M-V/def2-TZVPD
Ti -0.53340 -0.03082 -0.86278
C 3.91884 -3.33235 0.45162
C 3.62879 -2.00612 0.72907
C 2.67583 -1.33427 -0.02055
C 1.96964 -1.96727 -1.03379
C 2.29646 -3.29316 -1.33376
C 3.25749 -3.96364 -0.59646
N 0.94419 -1.27388 -1.71054
C 0.95002 -1.28431 -3.06603
C 2.03828 -1.62293 -3.90949
C 1.90906 -1.52917 -5.26818
C 0.71116 -1.10060 -5.87804
C -0.35429 -0.75160 -5.10081
C -0.23255 -0.83185 -3.70054
N -1.20551 -0.48458 -2.81260
N -2.39542 -0.28591 -3.24188
C -3.28643 -0.15072 -2.19509
C -4.64173 0.02425 -2.47865
C -5.53006 0.10831 -1.43158
C -5.04876 0.01092 -0.12627
C -3.69598 -0.16458 0.06255
N -2.81734 -0.25492 -0.94129
H 4.66370 -3.86519 1.02627
H 4.15394 -1.48855 1.52346
H 2.48923 -0.27731 0.12630
H 1.78753 -3.79750 -2.14491
H 3.48973 -4.99240 -0.83989
H 2.97838 -1.93151 -3.47528
H 2.75937 -1.77405 -5.89131
H 0.65106 -1.03127 -6.95472
H -1.28205 -0.39795 -5.52684
H -4.94996 0.08462 -3.51174
H -6.58690 0.24194 -1.61729
H -5.71095 0.06548 0.72513
H -3.29332 -0.25606 1.06341
C -0.99420 -4.39962 -1.38908
C -1.91536 -3.22536 -1.06866
C -3.36290 -3.59447 -1.39226
C -1.82925 -2.72575 0.38064
C -1.55470 -3.80108 1.42122
O -0.76801 -3.11208 2.39796
C -0.27744 -1.99966 1.83582
N -0.77833 -1.68570 0.68176
C 0.75678 -1.39551 2.73067
C 1.26129 -2.26484 3.70783
C 2.18112 -1.84842 4.65095
C 2.60543 -0.53076 4.66420
C 2.12717 0.33639 3.69791
C 1.23312 -0.07634 2.71332
P 0.71488 1.15035 1.46126
C -0.38959 2.20378 2.47884
C 0.06796 3.14306 3.40277
C -0.82988 3.84638 4.18996
C -2.19453 3.61465 4.07529
C -2.65813 2.67337 3.17003
C -1.75777 1.97620 2.37683
C 2.18749 2.20713 1.23548
C 3.49023 1.71266 1.25584
C 4.56213 2.53531 0.94520
C 4.35065 3.86436 0.61155
C 3.05886 4.36893 0.59385
C 1.98714 3.54553 0.89930
H -0.91801 -4.51539 -2.47104
H -1.38671 -5.33632 -0.98890
H 0.01063 -4.25040 -0.99954
H -1.61490 -2.39637 -1.70722
H -3.70227 -4.41564 -0.75559
H -3.44991 -3.92480 -2.42699
H -4.04313 -2.75292 -1.24729
H -2.78630 -2.26111 0.61779
H -0.96192 -4.63313 1.04470
H -2.44979 -4.17902 1.90918
H 0.93125 -3.29026 3.72947
H 2.55053 -2.55474 5.38125
H 3.30411 -0.17952 5.41142
H 2.46677 1.36344 3.69925
H 1.12796 3.33351 3.51059
H -0.46152 4.57416 4.90027
H -2.89183 4.16464 4.69268
H -3.71977 2.48416 3.07623
H -2.11891 1.26540 1.65065
H 3.68539 0.68369 1.52772
H 5.56536 2.13212 0.96557
H 5.18831 4.50388 0.37076
H 2.88121 5.40663 0.34328
H 0.98456 3.95800 0.88839
O -1.50675 1.78379 -0.71013
N -0.92966 2.97124 -0.93867
C -1.57651 4.07022 -0.49579
C -1.10046 5.31727 -0.78596
C 0.05330 5.42881 -1.57175
C 0.70642 4.29650 -1.98629
C 0.22633 3.02506 -1.63631
S 1.00672 1.55197 -1.99827
H -2.47045 3.86190 0.07276
H -1.62747 6.18658 -0.42439
H 0.43363 6.40415 -1.84110
H 1.61161 4.34292 -2.57265
```

Computed properties:
Lowest unoccupied orbital energy (spin up / spin down)   -3.2 / -3.6 eV
Energy above the lowest of the compared OMol25 structures with the same formula, charge and spin   6.30 kcal/mol
Total charge   +1
E_tot   -3845.4372 Eh
Spin multiplicity   2
Kohn-Sham gap (spin up / spin down)   6.082 / 6.002 eV

Mulliken atomic charge list, values in e, 5 entries: number 1, Ti, carries -0.66; number 2, C, carries -1.08; number 3, C, carries -0.35; number 4, C, carries 0.97; number 5, C, carries -1.32